{
  "formula": "C4H7NO2",
  "method": "the ωB97M-V functional and the def2-TZVPD basis",
  "elements": ["C", "C", "C", "N", "C", "O", "O", "H", "H", "H", "H", "H", "H", "H"],
  "coordinates": [[-1.302, -1.140, 0.136], [-0.663, -0.901, -1.204], [0.096, 2.005, 0.146], [0.541, 1.590, 1.257], [2.704, -0.589, 0.556], [2.652, -1.718, 0.668], [0.515, -0.689, -1.379], [-0.689, -0.717, 0.936], [-1.402, -2.223, 0.287], [-2.311, -0.715, 0.164], [-1.348, -0.937, -2.077], [-0.983, 1.966, -0.035], [0.708, 2.399, -0.673], [1.560, 1.664, 1.273]],
  "mulliken_charge": [-0.92, 0.11, -0.36, -0.51, 0.13, -0.15, -0.42, 0.27, 0.33, 0.30, 0.35, 0.35, 0.24, 0.28],
  "homo_ev": -10.0,
  "e_lumo_ev": 0.99,
  "relative_energy_kcal_mol": 54.2,
  "e_tot_ev": -9844.92778,
  "total_charge": 0,
  "orbital_gap_ev": 11.01
}